# 1
# C2H8N

2 unconnected molecules or ions with the total composition C2H8N at a distorted geometry (ωB97M-V with the def2-TZVPD basis set, the OMol25 dataset).

Element x y z (Å)
N 1.554 0.765 0.125
H 1.152 0.830 -0.813
H 1.749 1.714 0.448
H 0.879 0.266 0.727
H 2.408 0.209 0.035
C -1.071 -0.950 -0.604
C -1.291 -0.220 0.496
H -0.987 -0.525 -1.606
H -1.282 -2.014 -0.685
H -1.820 0.727 0.463
H -1.291 -0.801 1.415

Output
Relative energy (zero: lowest compared OMol25 entry of this formula, charge and spin) (kcal/mol): 36.73
Charge: +1

***

# 2
# C22H18O6

A single C22H18O6 molecule (ωB97M-V with the def2-TZVPD basis set, the OMol25 dataset).

Element x y z (Å)
O -2.546 -0.390 4.395
C -3.135 -0.329 3.341
O -2.509 -0.321 2.155
C -1.086 -0.392 2.200
C -0.541 -0.298 0.804
C 0.499 -1.120 0.393
C 1.004 -1.020 -0.890
C 0.478 -0.098 -1.785
C 1.032 -0.002 -3.183
O 2.441 -0.208 -3.219
C 3.192 0.804 -2.745
O 2.723 1.844 -2.351
C 4.636 0.495 -2.776
C 5.120 -0.742 -3.194
C 6.477 -0.989 -3.202
C 7.372 -0.004 -2.794
O 8.711 -0.206 -2.788
C 6.891 1.237 -2.375
C 5.537 1.479 -2.366
C -0.561 0.725 -1.374
C -1.065 0.626 -0.091
C -4.605 -0.253 3.206
C -5.229 -0.191 1.963
C -6.605 -0.119 1.882
C -7.376 -0.108 3.041
O -8.728 -0.038 3.005
C -6.754 -0.171 4.288
C -5.381 -0.242 4.365
H -0.786 -1.329 2.682
H -0.711 0.434 2.821
H 0.918 -1.840 1.080
H 1.818 -1.658 -1.202
H 0.618 -0.790 -3.819
H 0.797 0.979 -3.611
H 4.428 -1.506 -3.512
H 6.852 -1.952 -3.526
H 8.917 -1.097 -3.096
H 7.600 1.987 -2.063
H 5.146 2.432 -2.044
H -0.970 1.453 -2.059
H -1.873 1.269 0.225
H -4.632 -0.202 1.065
H -7.090 -0.071 0.916
H -9.037 0.000 2.091
H -7.368 -0.162 5.174
H -4.882 -0.291 5.320

Output
Relative energy (zero: lowest compared OMol25 entry of this formula, charge and spin) (kcal/mol): 0.00
SMILES: O=C(OCc1ccc(COC(=O)c2ccc(O)cc2)cc1)c1ccc(O)cc1

***

Results for HOMO-LUMO gap: 10.2748 9.5315 (in eV, following the order of the records).
Results for LUMO level: -4.1 0.6 (in eV, following the order of the records).
Results for HOMO energy: -14.374 -8.905 (in eV, following the order of the records).